# 1
Molecular formula: C5H7NO
Method: DFT, the ωB97M-V functional and the def2-TZVPD basis

Geometry as XYZ:
```
14
Properties=species:S:1:pos:R:3
C -1.3447 -1.2946 0.1058
C -0.3539 -0.1864 0.4664
C -0.8926 1.1718 0.3418
N -0.8922 2.3042 0.1054
C 0.9068 -0.1685 -0.4615
C 1.6277 1.1492 -0.2387
O 1.4096 2.1595 -0.8575
H -2.2175 -1.2768 0.7662
H -0.8644 -2.2727 0.2031
H -1.6934 -1.1833 -0.9255
H -0.0398 -0.3053 1.5116
H 1.5496 -1.0173 -0.2061
H 0.5744 -0.2613 -1.4996
H 2.2303 1.1814 0.6888
```

max |F| = 1.562 eV/Å
LUMO = 0.73 eV
total charge = 0
orbital gap = 10.71 eV
SMILES string = C[C@H](C#N)CC=O
HOMO = -9.98 eV

=====

# 2
Molecular formula: C37H62BCaCl2F2KNbO17PSV
Method: DFT, the ωB97M-V functional and the def2-TZVPD basis

Geometry as XYZ:
```
127
Properties=species:S:1:pos:R:3
C 3.4124 -1.4759 1.4725
C 4.2804 -0.8185 0.7123
C 5.3007 0.2598 0.0502
Nb 4.3027 1.3587 -1.7344
C 2.4344 1.7894 -0.4826
C 3.4398 -0.6221 -2.5445
C 1.8645 -0.6672 -2.1925
C 1.0672 -1.9038 -2.9336
C -0.3688 -1.9996 -2.1323
C -1.6270 -2.2075 -3.1208
O -2.8458 -1.9405 -2.3712
C -3.2097 -0.5356 -2.4050
B 3.4027 2.4595 -3.5787
O 2.3569 1.8453 -4.4193
O 3.8611 3.7791 -3.9829
C 2.7175 4.5937 -4.4203
S 5.1834 3.6345 -0.9140
O 6.2574 4.2165 -1.8500
O 3.9809 4.6007 -1.0063
F 5.6520 3.5835 0.7470
H 2.8223 -1.9010 2.3758
H 6.2079 -0.3402 -0.3584
H 5.6548 1.0042 0.8773
H 5.8950 1.0820 -2.6238
H 2.1085 0.9137 0.1930
H 1.5779 2.0525 -1.2340
H 2.5841 2.7313 0.1765
H 3.6156 -0.7135 -3.6936
H 4.0215 -1.5237 -2.0844
H 1.6828 -0.8501 -1.0543
H 1.3270 0.2929 -2.5663
H 1.6540 -2.8845 -2.9138
H 0.8788 -1.5159 -4.0180
H -0.3505 -2.8461 -1.3034
H -0.5176 -0.9884 -1.5649
H -1.6419 -3.3329 -3.4002
H -1.5428 -1.6259 -4.1111
H -3.6955 -0.2747 -3.4231
H -2.3439 0.1793 -2.1434
H -4.0422 -0.3677 -1.6079
H 1.5070 2.1181 -3.9901
H 2.5374 4.5218 -5.5694
H 2.9720 5.6905 -4.1456
H 1.7255 4.3132 -3.9044
O -0.8243 3.9577 3.1339
P -0.0328 4.4215 4.3661
O 1.2684 3.4458 4.0673
C 2.2151 3.8924 3.1021
C 3.0445 5.0536 3.6233
O -0.8899 3.4507 5.4078
C -2.2223 3.0392 5.1081
C -2.2194 1.6727 4.4459
O 0.8313 5.0022 5.7391
C 0.9643 4.2849 6.9562
C 1.6284 2.9245 6.8561
H 1.7024 4.1657 2.1755
H 2.8727 3.0480 2.8805
H 2.4232 5.9461 3.7628
H 3.8408 5.3032 2.9196
H 3.4880 4.8146 4.5936
H -2.7363 3.7860 4.4974
H -2.7705 2.9821 6.0533
H -1.5037 1.6077 3.6247
H -3.2141 1.4233 4.0662
H -1.9275 0.9038 5.1698
H -0.0101 4.2178 7.4543
H 1.5893 4.9120 7.6012
H 1.0231 2.2115 6.2959
H 1.7824 2.5041 7.8541
H 2.5959 2.9955 6.3543
O 3.7598 -3.5600 -3.7820
V 3.5241 -5.1460 -4.4544
O 3.2650 -6.7171 -5.1477
K 7.0663 4.9153 0.2231
Cl 0.4890 -4.4485 -1.6018
Ca 1.3356 6.2696 8.8713
F -0.8759 10.3455 4.3909
C -1.7103 9.5282 3.7300
C -1.2548 8.2894 3.3033
C -2.1214 7.4389 2.6221
C -3.4306 7.8417 2.3659
C -3.8759 9.0900 2.7944
C -3.0129 9.9360 3.4853
H -0.2299 7.9966 3.5045
H -1.7772 6.4640 2.2906
H -4.1047 7.1796 1.8306
H -4.8947 9.4038 2.5904
H -3.3453 10.9071 3.8338
O 0.5791 -2.7021 1.7695
C -0.4343 -3.3031 2.0652
O -0.5288 -3.9265 3.2561
C -1.7331 -4.5090 3.7813
C -1.9319 -5.9227 3.2649
C -1.5581 -3.4398 1.0795
H -2.5951 -3.8644 3.5890
H -1.6089 -4.5415 4.8678
H -2.0450 -5.9503 2.1767
H -2.8208 -6.3738 3.7142
H -1.0623 -6.5408 3.5052
H -1.3398 -4.2622 0.3976
H -1.6334 -2.5092 0.5105
H -2.5322 -3.5943 1.5402
C -4.2139 -3.4155 -7.5776
C -3.4938 -3.5601 -6.4638
C -2.1075 -4.0700 -6.5081
O -1.4504 -4.2039 -5.4908
C -1.5494 -4.4118 -7.8332
C -2.2694 -4.2673 -8.9471
C -3.6559 -3.7573 -8.9030
O -4.3129 -3.6232 -9.9189
H -5.2311 -3.0441 -7.5634
H -3.8875 -3.3136 -5.4850
H -0.5322 -4.7832 -7.8473
H -1.8757 -4.5138 -9.9255
Cl 5.8753 -5.6613 -2.8272
O -1.7812 -6.3558 0.3001
C -2.4375 -7.1626 -0.3154
O -2.8579 -6.9847 -1.5969
C -3.6989 -8.0789 -1.9755
C -3.3287 -9.2061 -1.0424
C -2.9451 -8.4712 0.2222
H -4.7431 -7.7716 -1.8628
H -3.5173 -8.3376 -3.0207
H -4.1332 -9.9306 -0.9018
H -2.4574 -9.7413 -1.4344
H -3.8107 -8.2822 0.8623
H -2.1657 -8.9989 0.7730
```

max |F| = 9.303 eV/Å
LUMO = -7.05 eV
total charge = +1
orbital gap = 0.98 eV
HOMO = -8.04 eV